The following is a quantum chemistry calculation of C13H43BN13O11Pd2 as an isolated structure at a distorted geometry, from OMol25.

Atoms and positions in Å:
Pd 1.3781 2.8425 0.9142
Pd -1.5975 -0.6143 0.3648
B 0.1829 4.4172 -0.5378
H 0.0253 3.2551 -0.5797
H 0.9700 4.7090 0.3229
H 0.6088 4.7999 -1.5782
H -0.8567 4.9473 -0.3027
C 0.6415 0.3498 1.3179
O -0.0214 1.0647 0.4745
O 1.6081 0.8971 1.9329
O 0.2401 -0.8638 1.4639
C 2.9027 3.0197 -4.9770
O 1.7202 2.2878 -4.8600
C 1.2911 2.1368 -3.5240
C 0.1089 1.2229 -3.4897
N -1.0841 1.8791 -4.0340
C -2.2089 0.9830 -4.2063
C -2.1426 0.0482 -5.4267
O -2.7777 0.5263 -6.5631
C -4.1940 0.4168 -6.5258
H 3.7826 2.4239 -4.6913
H 2.8788 3.9671 -4.4234
H 3.0425 3.2810 -6.0267
H 1.0027 3.1086 -3.1038
H 2.1158 1.7591 -2.9066
H -0.1482 0.9837 -2.4499
H 0.3595 0.3029 -4.0414
H -0.8017 2.3160 -4.9061
H -3.0939 1.6199 -4.3078
H -2.3502 0.4087 -3.2837
H -2.4718 -0.9638 -5.1219
H -1.0888 -0.1346 -5.6622
H -4.4753 -0.6401 -6.6254
H -4.5462 0.9640 -7.3936
H -4.6198 0.7763 -5.5866
C -3.6251 -0.3855 2.9246
O -2.5725 -0.3577 2.2542
N -3.6719 0.2519 4.1055
N -4.7285 -1.0690 2.5443
H -2.8375 0.7130 4.4225
H -4.5207 0.3746 4.6291
H -5.6044 -0.9058 3.0097
H -4.6593 -1.8374 1.9015
C 2.5587 0.7301 5.5533
O 2.7885 0.7323 6.7423
N 1.5875 1.5131 4.9817
N 3.1658 -0.1334 4.6779
H 0.9206 2.0365 5.5137
H 1.4834 1.5095 3.9821
H 3.9414 -0.6814 5.0005
H 3.0426 -0.0253 3.6859
C 2.5851 -3.5853 0.3746
O 3.4827 -4.3772 0.1782
N 1.3689 -3.9276 0.9043
N 2.6652 -2.2643 0.0052
H 0.6092 -3.2762 0.9767
H 1.2359 -4.8800 1.1892
H 3.5314 -1.9826 -0.4141
H 1.9659 -1.5914 0.2558
C -0.2894 -2.3874 4.9788
O -0.3590 -3.0231 6.0093
N -0.4243 -1.0223 4.9454
N -0.0908 -2.9737 3.7561
H -0.2563 -0.5563 4.0714
H -0.3208 -0.5497 5.8245
H -0.0268 -3.9700 3.6958
H 0.0489 -2.3995 2.9402
C 4.0108 1.8398 -0.6308
O 2.8646 2.3153 -0.5286
N 4.8231 2.1519 -1.6573
N 4.4592 0.9285 0.2796
H 5.8138 2.0195 -1.5489
H 4.4689 2.8136 -2.3282
H 5.3156 0.4211 0.1466
H 3.7490 0.6199 0.9241
C -2.7364 -3.5897 1.1779
O -1.8111 -2.7716 1.0148
N -2.6496 -4.5335 2.1293
N -3.8670 -3.5866 0.4152
H -1.9017 -4.3959 2.7883
H -3.3513 -5.2391 2.2619
H -3.9381 -2.9941 -0.3912
H -4.6250 -4.1958 0.6714

Summary:
highest occupied orbital energy (spin up / spin down): -10.5 / -10.5 eV
HOMO-LUMO gap (spin up / spin down): 6.4 / 4.1 eV
spin multiplicity: 5
total charge: +1